This record from the OMol25 dataset describes a 2-piece molecular cluster, C2H2N2O overall in a non-equilibrium geometry. The level of theory is ωB97M-V/def2-TZVPD.

Calculated values
LUMO in eV: 0.14
Relative energy (zero: lowest compared OMol25 entry of this formula, charge and spin) in kcal/mol: 104.8
Frontier orbital gap in eV: 9.04
Energy in hartree: -261.99692
HOMO energy in eV: -8.90

Cartesian coordinates (Å):
C: 0.16054 0.85527 0.09469
C: 1.41812 0.33650 -0.01384
N: -0.88586 -1.13544 -0.28172
N: -0.94916 0.07160 0.04389
O: 2.36782 -0.28943 -0.11301
H: 0.11967 1.86580 0.15032
H: -2.23113 -1.70431 0.11967

Results of the natural (NBO) charge analysis, in e, for atoms 1 through 5: C -0.41; C 0.77; N -0.29; N -0.16; O -0.38

=====

This record from the OMol25 dataset describes one molecule with the formula C4H8OSi2 in a non-equilibrium geometry. The level of theory is ωB97M-V/def2-TZVPD.

Calculated values
LUMO in eV: 0.90
Frontier orbital gap in eV: 9.42
SMILES: [SiH3]c1ccc([SiH3])o1
Energy in hartree: -811.33111
HOMO energy in eV: -8.52

Cartesian coordinates (Å):
C: 0.69987 1.43230 -0.05986
C: -0.70774 1.44299 -0.09492
C: 1.20736 0.16733 0.03100
C: -1.14769 0.11849 -0.04701
O: -0.07546 -0.69851 -0.02837
Si: 2.88911 -0.78787 0.32093
Si: -2.76327 -0.77518 -0.21093
H: 1.20983 2.28783 -0.18624
H: -1.46190 2.22389 -0.32038
H: 3.60704 -0.13467 1.42101
H: 3.77102 -0.59677 -0.77984
H: 2.27156 -2.09673 0.56156
H: -2.76264 -1.35953 1.06111
H: -3.15837 -1.70049 -1.28362
H: -3.57872 0.47693 -0.38445

Results of the natural (NBO) charge analysis, in e, for atoms 1 through 5: C -0.28; C -0.32; C -0.12; C -0.07; O -0.47

=====

This record from the OMol25 dataset describes a 5-piece molecular cluster, C16H42IN2O6 overall in a non-equilibrium geometry. The level of theory is ωB97M-V/def2-TZVPD.

Calculated values
LUMO in eV: 2.84
Frontier orbital gap in eV: 7.77
Energy in hartree: -1493.43778
HOMO energy in eV: -4.93
Net charge: -1

Cartesian coordinates (Å):
I: 0.77561 -1.81193 2.49113
C: 4.61525 -2.60741 1.33813
O: 3.59595 -2.70424 0.39649
H: 4.88802 -1.56539 1.52624
H: 4.36602 -3.15715 2.24603
H: 5.49973 -3.08341 0.90133
H: 2.75621 -2.52236 0.86037
C: 1.75438 2.39117 -3.93608
O: 1.48620 1.42824 -2.96782
C: 2.51972 1.29353 -2.04758
C: 2.32757 0.03552 -1.13465
N: 0.95104 -0.41879 -1.00015
C: 0.71228 -1.64301 -1.70290
C: 0.68432 -1.61224 -3.21756
O: -0.43292 -0.88260 -3.65877
C: -0.58118 -0.89173 -5.03776
H: 0.91033 2.40570 -4.62706
H: 2.66032 2.12062 -4.49900
H: 1.83978 3.39577 -3.50235
H: 2.72680 2.19234 -1.44652
H: 3.45475 1.07703 -2.60640
H: 2.77496 0.23700 -0.15774
H: 2.96414 -0.74475 -1.57359
H: 0.77116 -0.56286 -0.00759
H: -0.26829 -2.04223 -1.41201
H: 1.40523 -2.45200 -1.39448
H: 0.58072 -2.66383 -3.52434
H: 1.61455 -1.17728 -3.61428
H: -0.18655 0.05155 -5.42697
H: -1.63336 -0.99670 -5.31780
H: -0.08558 -1.76199 -5.49016
C: -2.96052 -3.50978 -2.14016
O: -2.99681 -2.36667 -1.35121
C: -2.99467 -2.61991 0.02285
C: -3.21969 -1.33125 0.77684
N: -2.09548 -0.41638 0.50430
C: -2.34129 0.83626 1.14647
C: -1.38477 1.94282 0.72096
O: -1.41727 2.19101 -0.65472
C: -0.90818 3.40512 -0.99498
H: -1.95824 -3.95197 -2.24727
H: -3.26556 -3.24439 -3.15362
H: -3.65335 -4.26223 -1.73279
H: -2.02984 -3.02404 0.38084
H: -3.73120 -3.39780 0.29668
H: -3.20791 -1.58749 1.85314
H: -4.18210 -0.85930 0.58041
H: -1.32361 -0.86273 1.02128
H: -2.16161 0.86822 2.23943
H: -3.33674 1.24799 0.95786
H: -0.36048 1.63683 1.00586
H: -1.61541 2.85161 1.30057
H: -1.42488 4.24473 -0.48368
H: -1.05594 3.57851 -2.05904
H: 0.15698 3.54598 -0.74920
C: -1.24402 2.78420 5.53718
C: -0.34497 1.82098 4.78727
C: 1.07413 1.86143 5.30025
O: -0.87072 0.50379 4.97783
H: -0.90640 2.88569 6.57388
H: -2.29705 2.52605 5.55287
H: -1.10147 3.76878 5.07488
H: -0.32891 2.02243 3.71196
H: 1.48942 2.88415 5.24659
H: 1.80269 1.28371 4.72935
H: 1.11398 1.56351 6.34980
H: -0.36526 -0.14643 4.46120

Results of the natural (NBO) charge analysis, in e, for atoms 1 through 5: I -0.91; C -0.24; O -0.76; H 0.15; H 0.17

=====

This record from the OMol25 dataset describes a 2-piece molecular cluster, CH3Br2OP overall in a non-equilibrium geometry. The level of theory is ωB97M-V/def2-TZVPD.

Calculated values
LUMO (alpha / beta) in eV: -0.26 / -1.14
Relative energy (zero: lowest compared OMol25 entry of this formula, charge and spin) in kcal/mol: 88.3
Frontier orbital gap (alpha / beta) in eV: 7.96 / 7.06
Energy in hartree: -5604.45623
HOMO energy (alpha / beta) in eV: -8.22 / -8.21

Cartesian coordinates (Å):
C: -0.31085 0.38562 0.76020
O: -1.06269 1.44516 1.23971
P: 1.28297 -0.49218 -1.34124
Br: -0.14623 -0.31563 -3.13031
Br: 1.19292 -2.73895 -1.00584
H: -0.87827 -0.47334 0.26755
H: 0.46073 0.11963 1.40810
H: -0.53860 2.06968 1.80183

Results of the natural (NBO) charge analysis, in e, for atoms 1 through 5: C -0.03; O -0.67; P 0.36; Br -0.24; Br -0.24